[1]
Below is a molecular structure, C7H12BrN3RbSbSe4, with properties calculated with the ωB97M-V functional and the def2-TZVPD basis.

Summary:
Lowest unoccupied orbital energy in eV: 3.6
Kohn-Sham gap in eV: 4.19
ΔE to the lowest compared entry with this formula, charge and spin in kJ/mol: 0.0
E_tot in hartree: -12882.4239
Total charge: -2

Geometry (Å):
1 Rb -1.027639 -0.445292 -2.915124
2 N 1.896644 -0.022882 -2.678728
3 C 1.976347 0.891324 -1.539839
4 C 1.523563 2.301688 -1.883994
5 N 0.084954 2.368895 -2.192311
6 H 1.734616 -0.977901 -2.342682
7 H 2.752023 -0.022285 -3.218282
8 H 2.983882 0.951111 -1.108400
9 H 1.336431 0.503662 -0.740164
10 H 2.068544 2.644853 -2.770257
11 H 1.801283 2.959404 -1.049793
12 H -0.176117 3.326122 -2.389801
13 H -0.451055 2.083280 -1.374055
14 Se -2.383321 -4.706186 0.922132
15 Sb -2.076329 -3.126510 -0.916046
16 Se -2.828580 -0.817219 -0.220015
17 Se 0.412267 -2.953275 -1.406156
18 Se -3.126664 -3.519110 -3.132829
19 Br -2.592205 -1.082132 4.817142
20 C -1.305757 -0.493558 3.549317
21 C -0.821567 -1.359397 2.604518
22 C 0.123900 -0.855527 1.704473
23 N 0.560963 0.403043 1.722683
24 C 0.031923 1.223394 2.636719
25 C -0.899622 0.832273 3.577472
26 H -1.177959 -2.379638 2.504541
27 H 0.508173 -1.509681 0.924662
28 H 0.376264 2.254211 2.615329
29 H -1.304956 1.527331 4.299499

Cartesian forces (eV/Å) of the 3 atoms listed first:
Rb -0.29 -0.02 -0.46
N 0.11 0.06 0.06
C -0.13 -0.16 0.00

[2]
Below is a gas-phase ion, C7H12BrN4 (charge +1) in a non-equilibrium geometry, with properties calculated with the ωB97M-V functional and the def2-TZVPD basis.

Summary:
Lowest unoccupied orbital energy in eV: -4.8
Kohn-Sham gap in eV: 8.83
Structure (SMILES): C/N=C(/C#N)[C@H](Br)[C@@H](N)/C=[NH+]/C
E_tot in hartree: -3066.6307
Total charge: +1

Geometry (Å):
1 C 2.019821 1.455605 -1.883345
2 C -0.601391 -0.146275 -1.084803
3 C 1.983040 1.481256 -0.423381
4 C -3.051277 -0.333624 -0.816337
5 C 2.098926 2.588769 1.686388
6 C 0.683625 -0.769553 -0.819268
7 C 1.558697 0.039910 0.093262
8 N 1.948716 1.214070 -2.979820
9 N -1.677972 -0.877137 -0.831318
10 N 2.224919 2.484044 0.267716
11 N 0.432826 -2.124689 -0.254562
12 Br 3.207508 -1.036112 0.396615
13 H -0.658598 0.900097 -1.536090
14 H -3.854998 -0.986448 -1.017307
15 H -3.170246 0.624318 -1.493194
16 H -3.250259 -0.140721 0.243471
17 H 3.127160 2.764457 2.097767
18 H 1.647959 1.760398 2.196265
19 H 1.528840 3.498519 1.948574
20 H 0.989958 -0.960539 -1.961932
21 H 1.045210 0.135037 1.071260
22 H -1.455821 -1.842899 -0.554455
23 H 0.799716 -2.128991 0.798257
24 H 1.155027 -2.658585 -0.721582

Cartesian forces (eV/Å) of the 3 atoms listed first:
C 0.60 0.93 3.33
C -3.37 -0.11 0.21
C -0.68 -2.19 0.20

[3]
Below is a molecular structure, C7H12CdO3 in a non-equilibrium geometry, with properties calculated with the ωB97M-V functional and the def2-TZVPD basis.

Summary:
⟨S²⟩: 0.751
Lowest unoccupied orbital energy (alpha / beta) in eV: -6.6 / -6.6
2S+1: 2
Kohn-Sham gap (alpha / beta) in eV: 3.41 / 5.77
ΔE to the lowest compared entry with this formula, charge and spin in kJ/mol: 129.3
E_tot in hartree: -666.9413
Total charge: +1

Geometry (Å):
1 C 2.003112 2.397028 -4.403724
2 C 2.148639 3.303184 -5.374286
3 H 0.927747 3.149884 -1.934273
4 H 2.712325 2.333352 -3.575444
5 H 2.280049 3.006639 -6.417614
6 H 2.049803 4.372792 -5.174032
7 H 1.640727 1.432821 -4.809692
8 O 0.491192 -3.242807 0.849536
9 C 0.132502 -2.365249 0.022016
10 O -0.311278 -2.670599 -1.115661
11 O 0.271042 -1.091796 0.386728
12 C -0.091434 -0.088818 -0.555349
13 C 0.131450 1.253972 0.120001
14 C -0.346166 2.421816 -0.585022
15 C 0.444379 3.548531 -0.929686
16 Cd -0.052979 -4.666153 -0.566229
17 H -1.142347 -0.210696 -0.848676
18 H 0.537869 -0.171997 -1.450414
19 H 1.138217 1.391645 0.536620
20 H -0.560819 1.339019 1.000385
21 H -1.392398 2.422174 -0.916088
22 H -0.135782 4.420067 -1.253176
23 H 1.273845 3.779795 -0.254720

Cartesian forces (eV/Å) of the 3 atoms listed first:
C 0.66 -1.82 -1.36
C -0.53 1.06 -0.04
H -0.52 0.23 1.10

[4]
Below is a gas-phase ion, C7H12ClN2 (charge +1) in a non-equilibrium geometry, with properties calculated with the ωB97M-V functional and the def2-TZVPD basis.

Summary:
Lowest unoccupied orbital energy (alpha / beta) in eV: -6.5 / -6.7
Kohn-Sham gap (alpha / beta) in eV: 7.29 / 6.37
ΔE to the lowest compared entry with this formula, charge and spin in kJ/mol: 421.0
E_tot in hartree: -843.1974
Total charge: +1

Geometry (Å):
1 C -0.525654 0.786014 -0.481233
2 C 1.907178 1.057027 1.258848
3 C -0.039987 -0.511555 -0.348768
4 C -0.830148 -1.699442 -0.805869
5 C -2.946286 0.843014 0.277965
6 C 3.378255 -0.782803 0.688062
7 C -1.891775 1.207518 -0.784045
8 N 1.170337 -0.850956 0.077695
9 N 2.087963 -0.093260 0.615220
10 Cl 3.156725 2.081996 1.550839
11 H 0.222341 1.564418 -0.331155
12 H -1.655575 -1.409096 -1.446501
13 H -1.215156 -2.245158 0.053468
14 H -0.176890 -2.380828 -1.346993
15 H -2.953852 -0.217150 0.510042
16 H -3.925325 1.130669 -0.093065
17 H -2.743035 1.399528 1.187986
18 H 3.863289 -0.600381 1.644144
19 H 4.022883 -0.416450 -0.112130
20 H 3.210782 -1.848168 0.553558
21 H -1.922981 2.282174 -0.956827
22 H -2.193090 0.702889 -1.711239

Cartesian forces (eV/Å) of the 3 atoms listed first:
C 1.02 0.58 0.89
C -1.87 0.25 -0.18
C 0.05 -0.02 0.00

[5]
Below is a single C7H12ClN3O molecule in a non-equilibrium geometry, with properties calculated with the ωB97M-V functional and the def2-TZVPD basis.

Summary:
Lowest unoccupied orbital energy in eV: 0.7
Kohn-Sham gap in eV: 9.19
ΔE to the lowest compared entry with this formula, charge and spin in kJ/mol: 154.8
Structure (SMILES): [H]/N=c1\on(CC(C)C)nc1CCl
E_tot in hartree: -973.4979
Total charge: 0

Geometry (Å):
1 C 3.060033 -0.456073 -0.170466
2 C 2.971911 0.946193 0.347419
3 C -2.425322 -1.123576 0.032655
4 C -1.394213 1.318364 -0.198011
5 C 4.132299 -0.756281 -1.091371
6 C -0.180835 -0.491840 1.253662
7 C -1.132993 -0.234832 -0.015465
8 N 1.232816 -0.357434 0.985431
9 N 3.795144 1.802605 0.173924
10 N 2.126315 -1.174063 0.301376
11 O 1.701244 1.010026 0.905771
12 Cl 5.656174 -1.101158 -0.312329
13 H -2.881086 -1.083142 -1.010412
14 H -2.122970 -2.203557 0.098724
15 H -3.028884 -0.886119 0.915384
16 H -2.060018 1.561170 -1.022817
17 H -0.431352 1.788018 -0.471489
18 H -1.809827 1.783601 0.695464
19 H 4.242301 0.109738 -1.759440
20 H 3.942154 -1.694126 -1.672530
21 H -0.519283 0.221765 2.117146
22 H -0.331128 -1.601866 1.438890
23 H -0.460374 -0.434117 -0.994605
24 H 3.634159 2.812809 0.322387

Cartesian forces (eV/Å) of the 3 atoms listed first:
C 0.00 1.97 1.55
C -3.79 -3.44 -0.20
C 1.72 -0.55 -1.54

[6]
Below is a single C7H12ClN5 molecule in a non-equilibrium geometry, with properties calculated with the ωB97M-V functional and the def2-TZVPD basis.

Summary:
Lowest unoccupied orbital energy in eV: 0.8
Kohn-Sham gap in eV: 9.69
ΔE to the lowest compared entry with this formula, charge and spin in kJ/mol: 0.0
Structure (SMILES): CCNc1nc(Cl)nc(NCC)n1
E_tot in hartree: -1007.9028
Total charge: 0

Geometry (Å):
1 C 2.543806 -3.430210 0.418777
2 C 2.063644 -2.650776 1.608840
3 C 0.254186 -1.199983 0.563036
4 C -1.568440 0.102775 0.029877
5 C 0.476845 0.703701 -0.582484
6 C 0.786144 2.780571 -1.742459
7 C 0.625628 3.791885 -0.562703
8 H 3.465676 -4.065888 0.399092
9 H 2.649397 -2.793180 -0.500394
10 H 1.835861 -4.162084 0.066687
11 H 2.522906 -1.715049 1.808151
12 H 2.037400 -3.169938 2.594563
13 H -0.203831 -3.010369 1.334807
14 H 2.289979 1.393946 -1.220328
15 H 1.356625 3.210729 -2.620330
16 H -0.258218 2.741655 -2.224051
17 H 0.800070 4.890768 -1.039359
18 H -0.409476 3.736564 -0.038179
19 H 1.428716 3.722491 0.161193
20 N 0.592699 -2.286936 1.353241
21 N -1.163692 -1.099910 0.507285
22 N -0.843300 1.039152 -0.543970
23 N 1.253637 1.596031 -1.280508
24 N 1.110143 -0.333443 -0.070854
25 Cl -3.250140 0.366372 0.183793

Cartesian forces (eV/Å) of the 3 atoms listed first:
C 1.44 -0.51 -2.23
C -2.91 -0.85 0.44
C -2.17 -0.25 -0.04

[7]
Below is 2 unconnected molecules or ions with the total composition C7H12F3NO in a non-equilibrium geometry, with properties calculated with the ωB97M-V functional and the def2-TZVPD basis.

Summary:
Lowest unoccupied orbital energy (alpha / beta) in eV: -1.6 / -1.0
Kohn-Sham gap (alpha / beta) in eV: 8.59 / 8.70
ΔE to the lowest compared entry with this formula, charge and spin in kJ/mol: 315.3
E_tot in hartree: -703.3635
Total charge: 0

Geometry (Å):
1 C 0.852335 1.904422 -0.196252
2 C -0.693814 -1.592779 0.203813
3 C -0.848792 -0.192315 -1.840539
4 C -1.795188 0.649704 0.402848
5 C 0.667059 0.427294 -0.032430
6 C -0.667619 -0.171917 -0.296401
7 C 1.844488 -0.483623 -0.194871
8 N 0.676407 0.709793 2.399767
9 O 1.889921 2.460872 -0.403373
10 F 3.032641 0.134065 -0.274170
11 F 2.013693 -1.314150 0.808321
12 F 1.802144 -1.309995 -1.268807
13 H -0.077767 2.504028 -0.223655
14 H -0.068043 -2.358381 -0.299310
15 H -0.689324 -1.622232 1.269656
16 H -1.804054 -2.022642 0.032738
17 H -1.692283 -0.853488 -1.903898
18 H -1.048217 0.748421 -2.141067
19 H -0.008008 -0.700222 -2.297319
20 H -1.108353 1.208993 0.999872
21 H -2.393350 1.139465 -0.374893
22 H -2.378587 -0.031224 0.913211
23 H 0.871483 -0.251814 2.469480
24 H 1.623228 1.017724 2.247278

Cartesian forces (eV/Å) of the 3 atoms listed first:
C -0.81 -0.48 -0.53
C -3.50 -2.25 -0.91
C 0.61 -3.24 2.23

[8]
Below is a molecular structure, C7H12F7N3NiO5S2, with properties calculated with the ωB97M-V functional and the def2-TZVPD basis.

Summary:
⟨S²⟩: 2.004
Lowest unoccupied orbital energy (alpha / beta) in eV: 0.4 / -0.3
2S+1: 3
Kohn-Sham gap (alpha / beta) in eV: 10.18 / 9.47
ΔE to the lowest compared entry with this formula, charge and spin in kJ/mol: 0.0
E_tot in hartree: -3818.1659
Total charge: 0

Geometry (Å):
1 Ni 1.680679 -1.103902 0.468370
2 F 1.252656 -2.636456 4.412641
3 C 0.564517 -1.942511 3.512871
4 F -0.634143 -1.649720 3.995582
5 F 0.416653 -2.683207 2.413179
6 S 1.534352 -0.415728 3.153871
7 O 2.705504 -0.871145 2.399839
8 O 1.720911 0.235438 4.402704
9 N 0.479911 0.269993 2.155372
10 S 0.823284 1.418256 1.107897
11 O 1.946155 0.983909 0.267230
12 O -0.372201 1.848142 0.463923
13 C 1.454683 2.862051 2.066580
14 F 2.591054 2.548860 2.671525
15 F 0.556135 3.221831 2.971399
16 F 1.662626 3.867392 1.220539
17 F 2.810653 -2.091730 -0.529017
18 C -0.429506 1.253279 -2.865013
19 N -0.024366 -0.054385 -2.369105
20 C 1.342974 -0.449302 -2.687188
21 C -0.645110 -0.633020 -1.315813
22 O -0.017512 -1.330437 -0.473571
23 N -1.980659 -0.509463 -1.189715
24 C -2.864409 -0.351966 -2.329205
25 C -2.581203 -0.922524 0.069422
26 H 0.437532 1.914746 -2.833249
27 H -1.191646 1.682054 -2.220401
28 H -0.796923 1.209272 -3.891947
29 H 1.497254 -0.276850 -3.751928
30 H 1.505704 -1.498635 -2.461392
31 H 2.073566 0.139636 -2.127014
32 H -2.307145 -0.489314 -3.252880
33 H -3.345367 0.627821 -2.345658
34 H -3.639172 -1.119072 -2.284628
35 H -1.996955 -0.546560 0.905563
36 H -2.648924 -2.010439 0.145116
37 H -3.581578 -0.496320 0.124104

Cartesian forces (eV/Å) of the 3 atoms listed first:
Ni 0.32 -0.05 -0.30
F -0.10 0.02 -0.08
C -0.03 -0.13 0.27